# 1
{
  "formula": "C4H9NO3",
  "method": "wB97M-V/def2-TZVPD",
  "total_energy_ev": -11925.746,
  "max_force_ev_per_a": 3.824,
  "orbital_gap_ev": 10.29,
  "e_above_lowest_kcal_mol": 41.4,
  "homo_energy_ev": -10.075,
  "symbols": ["C", "C", "O", "N", "C", "C", "O", "H", "H", "H", "H", "H", "H", "H", "O", "H", "H"],
  "xyz": [[-1.76887, -0.47222, 0.83622], [-1.26403, -1.38435, -0.25973], [-1.72558, -2.52304, -0.31089], [-0.34424, -1.03289, -1.19250], [0.28054, 0.29989, -1.09920], [1.40666, 0.47184, -0.17574], [2.31795, 1.22759, -0.39557], [-2.84928, -0.32733, 0.72526], [-1.78506, -0.89075, 1.84923], [-1.42429, 0.55558, 1.00512], [0.13151, -1.79494, -1.63722], [0.66286, 0.48088, -2.11531], [-0.44304, 1.11440, -1.19765], [1.31069, -0.07018, 0.79074], [0.96322, 2.45505, 2.12305], [1.52787, 2.44622, 1.33286], [0.10339, 2.73752, 1.79824]],
  "forces_ev_per_angstrom": [[-1.0788, 1.2930, 0.8520], [-0.9318, -2.4080, 0.4166], [0.2066, 0.7262, 0.2723], [0.1832, 2.5735, 1.5297], [-0.4549, -0.9187, -3.6841], [-0.0132, 0.3858, 1.3406], [0.0890, -0.0458, 0.0185], [0.0315, -0.1946, -0.5973], [0.6741, -0.6632, -0.4609], [0.5850, -0.2963, -0.6209], [0.0265, -0.1040, -0.2401], [0.5992, -0.2207, 0.1378], [-0.2503, -0.1309, 1.1973], [0.3062, -0.0842, -0.2032], [0.1096, -0.0921, -0.3923], [-0.0547, 0.0677, 0.3646], [-0.0270, 0.1125, 0.0692]]
}

# 2
{
  "formula": "C5H4O2",
  "method": "wB97M-V/def2-TZVPD",
  "total_energy_ev": -9341.052,
  "max_force_ev_per_a": 3.776,
  "orbital_gap_ev": 8.59,
  "e_above_lowest_kcal_mol": 72.2,
  "homo_energy_ev": -9.268,
  "symbols": ["O", "C", "C", "C", "C", "C", "O", "H", "H", "H", "H"],
  "xyz": [[-2.37852, 1.33966, 0.40712], [-1.37257, 0.73581, 0.16465], [-1.06944, -0.26474, -0.86559], [0.21161, -0.73744, -0.97774], [1.26745, -0.16592, -0.19101], [0.92158, 0.44704, 0.95337], [-0.32349, 0.87073, 1.15459], [-1.94142, -0.61783, -1.41670], [0.77371, -1.62311, -0.49408], [2.28780, -0.41886, -0.45494], [1.58090, 0.56367, 1.80994]],
  "forces_ev_per_angstrom": [[0.4905, -0.4753, -0.4348], [0.4182, 0.5697, 0.3262], [0.3566, -0.1175, -0.0150], [0.1654, -0.3143, 2.2921], [0.5218, 1.7796, 0.4912], [0.2673, 0.4486, -0.2362], [-0.6648, -0.0432, -0.1343], [0.2911, -0.3329, 0.4033], [-1.5989, -1.6005, -3.0237], [-0.0560, -0.1427, 0.4321], [-0.1912, 0.2286, -0.1009]]
}

# 3
{
  "formula": "C38H31BrMgN5O4",
  "method": "wB97M-V/def2-TZVPD",
  "total_energy_ev": -131043.385,
  "max_force_ev_per_a": 4.866,
  "charge": -1,
  "orbital_gap_ev": 7.08,
  "e_above_lowest_kcal_mol": 46.7,
  "homo_energy_ev": -5.114,
  "symbols": ["Mg", "C", "C", "C", "C", "C", "C", "C", "C", "N", "C", "O", "C", "C", "C", "C", "C", "N", "C", "O", "N", "C", "C", "C", "C", "C", "C", "C", "C", "H", "H", "H", "H", "H", "H", "H", "H", "H", "H", "H", "H", "H", "H", "H", "H", "H", "H", "H", "H", "H", "O", "C", "O", "C", "C", "C", "C", "C", "C", "C", "C", "C", "N", "H", "H", "H", "H", "H", "H", "Br", "C", "C", "C", "C", "N", "C", "H", "H", "H", "H"],
  "xyz": [[0.02743, 0.09110, 0.40926], [-0.23397, -3.67431, 0.20890], [-1.16654, -3.74977, 1.39607], [-1.32463, -4.94028, 2.08370], [-1.82918, -4.99109, 3.41762], [-2.37331, -3.85958, 3.90565], [-2.28172, -2.60167, 3.26595], [-2.92003, -1.37479, 3.79684], [-1.75383, -2.53022, 1.92221], [-1.78424, -1.37854, 1.16751], [-2.98103, -0.93603, 0.71379], [-4.07573, -1.49134, 0.90702], [-2.97797, 0.38097, -0.00811], [-4.20081, 0.89117, -0.58741], [-4.12554, 2.19473, -1.08035], [-2.96273, 2.88411, -1.06786], [-1.77132, 2.31082, -0.54869], [-1.83869, 1.06203, -0.09659], [-0.47100, 2.97812, -0.68293], [-0.45458, 4.18849, -0.98253], [0.55189, 2.09894, -0.52201], [1.77606, 2.44512, -1.03825], [2.84817, 3.02010, -0.19972], [2.69577, 2.89151, 1.24213], [3.96889, 3.64218, -0.82937], [4.07612, 3.72328, -2.25676], [3.15614, 3.05424, -3.05108], [1.98554, 2.56946, -2.46079], [0.81843, 2.26249, -3.35820], [-0.21548, -4.58504, -0.41367], [0.77344, -3.54417, 0.59516], [-0.49255, -2.80062, -0.45499], [-1.14722, -5.88460, 1.50372], [-1.86048, -5.84401, 4.03589], [-2.93928, -3.91225, 4.79492], [-3.10150, -1.43325, 4.86719], [-3.94160, -1.22189, 3.37456], [-2.34643, -0.45274, 3.59457], [-5.11891, 0.26441, -0.53912], [-5.03172, 2.69734, -1.39729], [-2.94854, 3.90630, -1.59713], [1.88578, 3.46199, 1.63002], [3.63599, 3.33590, 1.64578], [2.57276, 1.86760, 1.61882], [4.81575, 4.06910, -0.32513], [4.96149, 4.23425, -2.66494], [3.41194, 2.84046, -4.07799], [1.16177, 1.96660, -4.38002], [0.35820, 3.25085, -3.59376], [0.02134, 1.57963, -2.95024], [3.91508, -1.39661, 0.40883], [2.70493, -1.08449, 0.15565], [1.82140, -0.64692, 0.95693], [2.24547, -1.22664, -1.29727], [3.27574, -1.44234, -2.23593], [2.89537, -1.59755, -3.53889], [1.52784, -1.63597, -3.83879], [1.05952, -2.10110, -5.14009], [-0.23626, -2.01543, -5.48633], [-1.16270, -1.57836, -4.54749], [-0.78853, -1.09319, -3.30707], [0.54566, -1.19835, -2.89999], [0.97940, -1.04567, -1.61537], [4.26111, -1.39657, -1.88669], [3.63403, -1.75123, -4.30772], [1.67525, -2.65957, -5.85576], [-0.62078, -2.35751, -6.50464], [-2.24470, -1.75165, -4.76034], [-1.53612, -0.58526, -2.67337], [-2.05201, 3.06431, 5.47797], [-0.69449, 2.06146, 4.68102], [0.25053, 1.42246, 5.49448], [1.09621, 0.49040, 4.83583], [1.00907, 0.30822, 3.49754], [0.11215, 0.93129, 2.72366], [-0.72750, 1.81018, 3.26581], [0.20667, 1.73614, 6.50933], [1.85767, -0.08549, 5.34194], [1.69259, -0.39246, 2.96812], [-1.53491, 2.26078, 2.64625]],
  "forces_ev_per_angstrom": [[-0.0733, 0.0729, 0.2523], [-0.9253, 0.4841, -1.0305], [-0.3139, 1.1473, 0.4541], [0.0462, -1.1959, 0.4223], [0.3076, 0.1560, -2.6425], [0.2844, 2.3941, -0.1146], [-0.0381, -0.5346, -2.4558], [-1.1092, 0.7464, 0.4043], [0.1602, -2.3051, 1.7531], [0.4290, 1.9821, -1.3815], [0.4046, -1.4386, 1.2982], [0.0560, 0.3855, -0.4173], [-1.7996, 0.7378, -1.3756], [1.3632, -0.7251, 1.2591], [-1.6048, -1.3125, 0.4233], [2.1489, 2.5050, -0.8600], [-2.9477, -0.2697, -1.0360], [0.4132, -0.2532, 0.8000], [1.7343, 0.5111, -0.1723], [0.2069, -1.0515, 0.1265], [-1.2902, -0.5582, 0.4046], [3.3020, 3.3494, -1.2466], [-0.4943, -0.9847, -3.1500], [1.9503, 0.2628, 1.3890], [-1.5689, -0.5789, -1.4337], [0.2933, -0.6881, 1.4338], [0.4760, 0.2849, 1.1390], [-1.1201, -1.1414, 1.1803], [-0.4874, 0.3637, -1.1823], [-0.1791, 0.2081, 0.3022], [0.2089, 0.1987, -0.0493], [0.3571, -0.9619, 0.6969], [0.4530, 0.8514, 0.8794], [-0.1224, -1.2531, 0.1033], [-0.2788, 0.1172, 1.2527], [0.2615, -0.0743, 0.2998], [0.7105, -0.0971, -0.1045], [-0.1263, -0.4631, -0.0146], [0.9143, 0.6705, -0.0082], [0.0209, -0.1284, -0.3484], [0.3184, -1.6283, 1.3224], [-0.8765, 0.5604, 0.2328], [-0.6434, -0.4629, 0.3623], [0.1515, 0.1284, -0.3352], [-0.0852, 0.1060, 0.8192], [-0.4308, -0.4645, 0.0436], [-0.4986, 0.4099, -0.3842], [-0.1976, -0.3821, 0.7787], [-0.1592, -0.5833, 0.4588], [1.0389, 0.6555, -0.4360], [-3.1711, 0.7862, -0.4608], [2.2732, -0.5730, 0.4585], [0.0120, -0.0786, -0.1524], [0.2115, 0.2810, -0.1945], [-1.6502, 0.2947, -0.8930], [0.3896, -0.4611, 0.9273], [-1.3973, -0.4621, -2.1636], [1.3187, 0.0752, 0.3844], [-1.1946, -0.9410, -1.4854], [-1.7062, 0.4569, 0.9271], [-1.2123, 0.1623, -0.2953], [2.3255, -0.7617, -0.0877], [-0.5002, 0.8508, 0.9715], [1.2315, -0.1193, 0.3297], [0.0198, -0.1171, -0.2636], [0.4833, 0.6988, 0.4682], [0.7247, 0.3079, 1.5645], [0.9157, 0.7748, 0.0945], [0.4230, -0.7658, -0.0162], [-0.2726, 0.4878, 0.0840], [0.7411, -1.1209, -1.4107], [-0.5359, -0.0475, -2.3850], [-0.1163, 1.0053, 1.9886], [0.2892, -0.7447, -1.3467], [-0.4852, 0.5147, -0.6007], [-0.3739, -0.2255, 1.3985], [0.5006, -0.4659, 0.8658], [-0.0573, 0.1358, 0.3520], [-0.6899, 0.6363, 0.4698], [0.8632, -0.3368, 0.3584]]
}